The following is a quantum chemistry calculation of C48H30Cl4N6Ru as an isolated structure at a distorted geometry, from the Open Molecules 2025 dataset.

Element x y z (Å)
Ru 0.33752 0.09969 -0.10192
Cl -7.66358 -4.68588 -0.71002
Cl -3.87268 8.06903 2.13467
Cl 1.88498 -0.82669 -9.05407
Cl 5.24113 -2.59929 5.23963
N 0.97507 1.68694 0.90718
N -1.52356 0.47152 0.51702
N 0.69710 -1.34221 1.63923
N 2.14542 -0.07698 -0.98237
N -0.36448 -1.17683 -1.43913
N 0.87091 -2.30895 3.57601
C -1.53290 -1.89190 -1.32122
C 0.72485 -0.30158 -5.28801
C 1.08877 3.78987 1.75175
C 1.14311 -3.27803 2.63812
C -5.51233 -3.66895 0.56069
C 3.93193 0.20695 1.94281
C -2.57912 -1.53521 -0.45556
C 4.81866 -1.49760 3.98409
C 2.36302 3.26276 1.73583
C 1.02920 -2.66098 1.43484
C 0.80735 -0.20650 -6.66399
C 2.67248 -1.73200 -6.63923
C 4.32422 0.36594 -1.41137
C 0.21599 2.78547 1.25061
C -3.41863 1.56945 1.14871
C -3.08779 6.55079 1.91398
C 4.28127 -0.25324 4.30309
C 1.63444 -1.08091 -4.56794
C -0.50509 -2.63335 -3.18147
C -2.74038 4.27896 2.59122
C -1.55653 5.16677 0.70103
C 0.60442 -1.14953 2.93994
C -3.78328 0.31942 0.75129
C -3.83782 -2.30997 -0.52610
C 2.25871 1.95894 1.20196
C 5.00259 -1.86370 2.65297
C -2.18349 6.38676 0.87481
C 3.85859 0.59093 3.30382
C -1.84052 4.08997 1.54401
C -6.19164 -3.79018 -0.64246
C -4.53736 -2.44183 -1.72631
C 3.26614 0.41625 -0.45684
C -5.70806 -3.17552 -1.78884
C -1.99510 1.65778 1.01735
C 0.26832 0.12727 3.62008
C 4.57673 -1.02350 1.65230
C -1.57502 -2.87324 -2.36693
C -1.18779 2.79221 1.27121
C 0.24741 -1.57662 -2.58648
C 2.60621 -1.79582 -5.25667
C -3.35621 5.50262 2.78229
C 1.47703 -1.05649 -3.09491
C 1.78652 -0.92604 -7.33602
C 2.41956 -0.43804 -2.28896
C 3.78969 -0.13403 -2.56852
C 3.26496 0.92592 0.92177
C -2.59193 -0.34678 0.31412
C -4.35030 -2.91980 0.61675
H -4.77994 -0.08546 0.69378
H 1.38161 -4.28998 2.91093
H 4.20377 0.04214 5.34106
H -4.03961 5.65250 3.60654
H -2.31957 -3.64283 -2.47164
H -1.97164 7.21508 0.21312
H 3.40470 -2.31248 -7.18310
H -5.89201 -4.16009 1.44573
H -0.04087 0.24843 -4.75536
H 3.29099 -2.43542 -4.71405
H 3.27107 3.76416 2.02956
H -2.93462 3.47173 3.28579
H 3.46390 1.56680 3.55699
H 5.33644 0.69157 -1.23370
H 4.67457 -1.33801 0.62261
H -4.17316 -1.93660 -2.61113
H -3.81718 -2.82449 1.55466
H -6.24385 -3.26768 -2.72325
H -0.85971 5.03610 -0.11649
H 0.86574 -2.44924 4.57157
H 1.16524 0.72507 3.78529
H -0.40830 0.70687 2.99568
H -4.05984 2.36866 1.47698
H -0.23427 -3.15285 -4.08597
H 0.78249 4.76151 2.10142
H 0.11396 0.41108 -7.21734
H 1.15679 -3.06641 0.44606
H -0.20468 -0.06132 4.58312
H 5.45190 -2.81747 2.41288
H 4.29734 -0.31541 -3.50160

Cartesian forces (eV/Å) of the 2 atoms listed first:
Ru -0.122 -0.895 1.042
Cl -0.055 -0.084 -0.004

## Properties
- Multiplicity: 2
- Charge: +1
- HOMO level (alpha / beta): -9.8 / -9.9 eV
- Energy above the lowest of the compared OMol25 structures with the same formula, charge and spin: 21.0 kcal/mol
- LUMO level (alpha / beta): -4.76 / -4.80 eV
- Gap between HOMO and LUMO (alpha / beta): 5.036 / 5.120 eV

Mulliken population analysis, charges in e, atoms 1 to 2:
1. Ru 0.3177
2. Cl -0.1919